{
  "formula": "C39H42BrCdN8O3S",
  "method": "ωB97M-V/def2-TZVPD",
  "charge": -1,
  "homo_ev": -4.37,
  "gap_ha": 0.2397,
  "e_above_lowest_kcal_mol": 38.1,
  "total_energy_ha": -5315.09650,
  "largest_force_ev_per_a": 3.15,
  "elements": ["Cd", "Br", "S", "O", "O", "O", "N", "N", "N", "N", "N", "N", "N", "N", "C", "C", "C", "C", "C", "C", "C", "C", "C", "C", "C", "C", "C", "C", "C", "C", "C", "C", "C", "C", "C", "C", "C", "C", "C", "C", "C", "C", "C", "C", "C", "C", "C", "C", "C", "C", "C", "C", "C", "H", "H", "H", "H", "H", "H", "H", "H", "H", "H", "H", "H", "H", "H", "H", "H", "H", "H", "H", "H", "H", "H", "H", "H", "H", "H", "H", "H", "H", "H", "H", "H", "H", "H", "H", "H", "H", "H", "H", "H", "H", "H"],
  "xyz": [[1.53564, 0.18960, -0.82054], [5.94984, -0.51108, 1.39969], [1.64746, -2.24260, -1.05887], [3.09861, 1.69002, -0.17593], [2.38690, -0.97340, -2.76574], [3.58152, -2.18247, -4.21390], [-2.38617, 0.98831, -0.83402], [1.98867, -0.52922, 1.42371], [2.51950, -1.75412, 1.42147], [-1.65756, -0.85766, 0.46920], [-3.72659, 0.19482, 0.82817], [4.65328, -1.28388, -0.94442], [0.76079, 1.72717, 1.17009], [2.99231, -3.81074, 0.56540], [-0.11042, 2.38605, -4.06534], [2.06599, 0.23170, 2.44181], [5.76012, -1.45153, -0.25219], [0.47002, 4.03519, 1.68205], [-6.08458, -0.19146, 1.08633], [-1.98654, -1.74083, 1.49393], [4.07831, 2.16595, -2.37624], [1.73609, 2.63139, 3.14019], [-2.26037, -2.21041, 3.85834], [6.81643, -2.27257, -0.61113], [-3.56395, 2.68083, -2.59075], [-0.13304, 1.00858, -2.02461], [-5.95744, 0.15219, 2.54540], [-2.40993, -3.98386, 2.25646], [-2.12250, 2.26033, -2.76954], [-6.32632, -0.77693, -1.63041], [-2.07489, -1.30835, 2.82246], [3.88377, 2.54305, -0.89723], [-2.47693, 0.05540, 0.14194], [5.54679, -2.80285, -2.55148], [2.41568, -2.58776, 0.35516], [2.70286, -0.11338, 3.76601], [-1.48039, 1.38436, -1.86661], [-7.44546, -0.81845, -0.81579], [0.28822, 2.92367, 0.87005], [-5.08547, -0.46116, -1.09988], [6.67992, -2.98902, -1.78691], [0.49492, 1.51808, -3.17406], [-1.41985, 2.76683, -3.84926], [1.49829, 1.57593, 2.25929], [3.36521, 3.99479, -0.83286], [-2.19385, -3.10041, 1.20757], [-7.31197, -0.52478, 0.53478], [-2.21351, -3.54866, -0.22417], [-2.42933, -3.55769, 3.57839], [4.55749, -1.92427, -2.11594], [1.20638, 3.87643, 2.84661], [3.38222, -1.66004, -3.11007], [-4.95056, -0.16143, 0.25650], [-2.56484, -5.03317, 2.03106], [-4.25108, 1.83012, -2.62490], [-3.72962, 3.21226, -1.64641], [4.90857, 2.56358, -0.44863], [-5.29993, -0.55050, 3.06738], [-3.21814, 1.55131, -0.84056], [2.06391, 0.23061, 4.57824], [-3.18756, -3.33173, -0.67351], [-2.59723, -4.26695, 4.37968], [-6.93292, 0.12338, 3.02798], [3.28803, 4.31836, 0.20807], [7.70184, -2.32996, 0.00472], [2.36875, 4.03824, -1.28342], [1.51230, 1.20827, -3.38094], [0.43814, 2.77883, -4.91403], [-0.26414, 2.99622, -0.06053], [5.39157, -3.29508, -3.50009], [-1.91152, 3.45833, -4.52516], [-8.18275, -0.54766, 1.18037], [-4.21020, -0.46840, -1.73667], [-8.41458, -1.08255, -1.21910], [4.31145, 1.10540, -2.46578], [-3.85073, 3.36294, -3.39007], [3.05172, -2.08313, 2.21285], [-1.95572, -0.25048, 3.02828], [0.05846, 4.99438, 1.40013], [4.03350, 4.67569, -1.37031], [-6.41714, -0.99594, -2.68675], [7.46571, -3.66829, -2.09532], [3.08386, -4.37101, -0.26299], [2.35045, 2.51303, 4.02088], [-2.01904, -4.61698, -0.31084], [3.70145, -3.92006, 1.27336], [3.67888, 0.36879, 3.84589], [3.15778, 2.36634, -2.93002], [-1.46177, -3.00105, -0.79128], [-5.53891, 1.15464, 2.66611], [-3.64469, -0.10055, 1.78914], [-2.26660, -1.85864, 4.88425], [2.83704, -1.18481, 3.90212], [4.89126, 2.74582, -2.82367], [1.36884, 4.71078, 3.51737]]
}